[1]
{"formula": "C34H34BCl8NO5", "method": "the ωB97M-V functional and the def2-TZVPD basis", "multiplicity": 1, "fmax_ev_per_a": 9.313, "de_lowest_kj_mol": 573.5, "total_charge": 0, "orbital_gap_ev": 9.2, "smiles": "CCN(CC[C@@]1(B(C)O)COC(=O)O1)C(C)=O.Clc1ccccc1Cl.Clc1ccccc1Cl.Clc1ccccc1Cl.Clc1ccccc1Cl", "lumo_ev": 0.2, "energy_ev": -148387.3805, "symbols": ["C", "C", "N", "C", "C", "C", "B", "C", "O", "C", "O", "C", "O", "O", "C", "C", "O", "H", "H", "H", "H", "H", "H", "H", "H", "H", "H", "H", "H", "H", "H", "H", "H", "H", "H", "Cl", "C", "C", "C", "C", "C", "C", "Cl", "H", "H", "H", "H", "Cl", "C", "C", "C", "C", "C", "C", "Cl", "H", "H", "H", "H", "Cl", "C", "C", "C", "C", "C", "C", "Cl", "H", "H", "H", "H", "Cl", "C", "C", "C", "C", "C", "C", "Cl", "H", "H", "H", "H"], "positions_angstrom": [[1.492, -0.231, 1.957], [1.330, -0.232, 0.293], [-0.023, -0.875, 0.024], [-0.671, -0.352, -1.239], [-1.799, 0.815, -1.014], [-2.522, 0.816, 0.457], [-3.333, -0.508, 0.993], [-4.940, -0.814, 0.837], [-2.512, -1.524, 1.742], [-1.629, 1.645, 1.555], [-2.077, 3.042, 1.452], [-3.525, 2.986, 1.190], [-4.456, 3.800, 1.700], [-3.636, 1.808, 0.297], [0.313, -2.370, -0.151], [0.248, -3.452, 1.113], [0.723, -2.889, -1.338], [1.621, 0.874, 2.319], [2.370, -0.954, 2.299], [0.512, -0.684, 2.459], [1.452, 0.837, -0.176], [2.153, -1.006, -0.082], [0.208, 0.138, -1.881], [-1.160, -1.176, -1.921], [-2.546, 0.771, -1.926], [-1.227, 1.856, -1.116], [-5.112, -1.834, 0.243], [-5.346, -1.037, 1.937], [-5.582, 0.074, 0.428], [-2.553, -1.162, 2.697], [-1.803, 1.043, 2.543], [-0.570, 1.674, 1.057], [-0.061, -4.532, 0.784], [1.368, -3.521, 1.517], [-0.392, -3.047, 2.023], [4.663, 1.408, -0.071], [5.538, -0.081, -0.009], [6.091, -0.561, -1.200], [6.815, -1.755, -1.208], [6.988, -2.472, -0.026], [6.434, -1.999, 1.165], [5.707, -0.804, 1.178], [5.046, -0.281, 2.685], [5.963, -0.007, -2.127], [7.243, -2.125, -2.137], [7.554, -3.401, -0.030], [6.573, -2.566, 2.082], [-5.836, -1.160, -3.764], [-5.120, 0.133, -4.658], [-5.972, 1.099, -5.202], [-5.448, 2.170, -5.929], [-4.070, 2.279, -6.112], [-3.216, 1.315, -5.574], [-3.737, 0.240, -4.847], [-2.622, -0.919, -4.215], [-7.048, 1.023, -5.063], [-6.114, 2.919, -6.350], [-3.661, 3.115, -6.675], [-2.143, 1.408, -5.724], [-5.538, 5.099, -5.305], [-5.145, 5.528, -3.678], [-4.941, 6.882, -3.392], [-4.628, 7.288, -2.094], [-4.518, 6.341, -1.076], [-4.717, 4.988, -1.357], [-5.029, 4.577, -2.657], [-5.257, 2.887, -2.933], [-5.026, 7.628, -4.180], [-4.470, 8.342, -1.877], [-4.277, 6.656, -0.063], [-4.628, 4.257, -0.557], [5.076, -3.383, 3.898], [6.082, -4.277, 4.982], [6.676, -3.583, 6.041], [7.493, -4.256, 6.952], [7.717, -5.624, 6.808], [7.129, -6.320, 5.750], [6.312, -5.650, 4.834], [5.622, -6.573, 3.547], [6.505, -2.516, 6.162], [7.953, -3.712, 7.773], [8.351, -6.150, 7.519], [7.312, -7.387, 5.645]], "forces_ev_per_a": [[-0.3, -0.2, 0.0], [1.0, -1.3, 1.9], [0.6, -2.0, -1.7], [0.3, 0.7, -1.8], [1.1, 0.5, -0.1], [-0.3, 2.1, -0.9], [0.7, -1.9, 0.7], [-0.5, -0.2, 0.7], [-1.9, 3.1, 0.9], [0.5, -1.4, -2.4], [-3.3, -1.4, 0.9], [-1.4, 0.9, 1.4], [6.3, -5.6, -4.0], [-1.1, 3.2, 2.4], [1.4, -3.2, -4.7], [0.9, 1.2, 0.6], [-2.7, 3.5, 7.1], [0.0, -2.2, -0.4], [-1.7, 1.9, -0.7], [2.0, 1.1, -1.3], [-0.4, -2.2, 0.9], [-1.4, 2.2, 0.3], [-2.1, -1.1, 1.0], [1.2, 1.4, 1.8], [1.2, 0.0, 2.1], [-1.4, -2.0, 0.4], [0.3, 2.3, 1.2], [0.9, 0.4, -2.2], [1.3, -1.9, 0.5], [0.3, -1.1, -2.0], [0.8, 2.0, -1.3], [-1.7, -0.3, 1.9], [0.5, 2.4, 0.3], [-2.3, 0.1, -0.9], [1.2, -0.8, -2.2], [-0.1, 0.0, 0.2], [0.3, -0.4, -0.2], [0.2, -0.4, 0.1], [-0.2, 0.2, 0.2], [-0.2, 0.3, 0.1], [0.2, 0.0, -0.5], [0.3, -0.4, -0.3], [0.0, 0.3, -0.1], [-0.1, 0.0, 0.3], [-0.1, 0.1, 0.2], [-0.1, 0.2, 0.1], [-0.1, 0.3, -0.3], [0.2, -0.1, 0.1], [0.0, 0.4, -0.3], [0.3, 0.1, -0.5], [0.1, -0.7, -0.2], [-0.1, -0.4, 0.1], [-0.4, 0.2, -0.1], [-0.2, 0.5, -0.3], [-0.1, -0.2, 0.0], [0.3, -0.1, 0.1], [0.1, -0.4, 0.1], [0.0, -0.2, 0.1], [-0.2, -0.2, 0.1], [0.0, 0.4, 0.2], [0.1, 0.4, 0.5], [0.1, 0.0, 0.4], [-0.1, -0.3, -0.2], [-0.1, -0.2, -0.3], [0.1, 0.4, -0.1], [0.1, 0.4, 0.4], [0.0, 0.4, 0.2], [0.0, -0.3, 0.1], [0.0, -0.2, -0.1], [-0.1, -0.1, -0.2], [-0.2, 0.2, -0.4], [-0.2, -0.4, 0.2], [0.3, -0.1, 0.4], [0.2, -0.3, 0.2], [-0.2, -0.1, -0.3], [-0.2, 0.1, -0.3], [0.1, 0.4, 0.3], [0.3, 0.0, 0.4], [-0.1, 0.2, -0.1], [-0.1, -0.2, -0.2], [-0.1, -0.1, -0.2], [-0.1, 0.1, -0.2], [-0.1, 0.2, -0.1]]}

[2]
{"formula": "CH12NO4", "method": "the ωB97M-V functional and the def2-TZVPD basis", "multiplicity": 1, "fmax_ev_per_a": 1.154, "de_lowest_kj_mol": 54.0, "total_charge": 1, "orbital_gap_ev": 10.1, "lumo_ev": -4.4, "energy_ev": -10905.2062, "symbols": ["C", "N", "H", "H", "H", "H", "H", "H", "O", "H", "H", "O", "H", "H", "O", "H", "H", "O"], "positions_angstrom": [[0.913, -2.035, -0.051], [0.409, -0.914, 0.274], [1.891, -2.331, 0.306], [0.284, -2.622, -0.710], [-0.330, -0.459, -0.343], [0.892, -0.331, 0.956], [-3.513, 1.818, 0.770], [-3.019, 2.726, -0.362], [-3.253, 1.810, -0.156], [-2.104, 0.549, -0.744], [-1.849, 0.013, -2.160], [-1.462, 0.025, -1.280], [-0.003, -0.833, 3.197], [1.203, -0.102, 3.819], [0.687, -0.191, 3.014], [3.433, 0.272, -2.303], [3.104, 1.678, -1.883], [2.716, 0.928, -2.344]], "forces_ev_per_a": [[-0.8, 0.6, -0.1], [1.0, 0.4, -0.4], [-0.2, -0.3, 0.3], [0.5, -0.3, -0.3], [-0.3, -0.6, 0.3], [0.0, 0.1, 0.1], [-0.1, 0.0, 0.1], [-0.1, -0.2, 0.0], [0.2, 0.1, 0.0], [0.1, 0.1, -0.3], [0.2, -0.1, -0.2], [-0.6, 0.3, 0.4], [-0.1, 0.0, 0.3], [0.0, 0.0, 0.1], [0.1, 0.0, -0.5], [-0.3, 0.2, -0.2], [-0.1, 0.2, -0.1], [0.5, -0.5, 0.4]]}

[3]
{"formula": "C30H22AsIrN2S4Sb", "method": "the ωB97M-V functional and the def2-TZVPD basis", "multiplicity": 1, "fmax_ev_per_a": 1.802, "de_lowest_kj_mol": 61.6, "total_charge": -1, "orbital_gap_ev": 5.8, "lumo_ev": 1.3, "energy_ev": -148007.4670, "symbols": ["Ir", "C", "C", "C", "C", "C", "C", "N", "N", "C", "C", "C", "C", "C", "C", "H", "H", "H", "H", "H", "H", "H", "H", "H", "S", "Sb", "S", "S", "S", "C", "C", "C", "C", "C", "C", "As", "C", "C", "C", "C", "C", "C", "C", "C", "C", "C", "C", "C", "H", "H", "H", "H", "H", "H", "H", "H", "H", "H", "H", "H", "H"], "positions_angstrom": [[1.998, -0.725, -1.020], [3.189, 1.618, 4.030], [2.666, 0.384, 4.399], [2.256, -0.522, 3.435], [2.381, -0.181, 2.093], [2.918, 1.042, 1.710], [3.316, 1.944, 2.687], [1.895, -1.049, 1.056], [1.221, -2.041, 1.473], [0.672, -2.778, 0.436], [-0.126, -3.886, 0.750], [-0.714, -4.585, -0.278], [-0.490, -4.171, -1.600], [0.301, -3.085, -1.910], [0.909, -2.332, -0.884], [3.508, 2.319, 4.791], [2.572, 0.126, 5.446], [1.831, -1.474, 3.709], [3.035, 1.274, 0.659], [3.739, 2.894, 2.390], [-0.271, -4.157, 1.787], [-1.339, -5.444, -0.074], [-0.955, -4.725, -2.408], [0.460, -2.797, -2.940], [5.037, 1.868, -3.657], [4.418, -0.282, -3.444], [2.011, -0.470, -3.330], [4.186, -0.830, -1.042], [5.416, -1.938, -4.571], [-1.348, 5.454, -1.127], [-0.366, 5.067, -0.226], [-0.010, 3.731, -0.122], [-0.650, 2.779, -0.909], [-1.626, 3.165, -1.818], [-1.971, 4.506, -1.923], [-0.146, 0.928, -0.664], [-1.116, 0.371, 0.926], [-0.840, 0.723, 2.239], [-1.560, 0.133, 3.267], [-2.535, -0.814, 2.979], [-2.808, -1.168, 1.669], [-2.106, -0.569, 0.629], [-2.297, -0.833, -0.804], [-3.217, -1.720, -1.353], [-3.286, -1.872, -2.728], [-2.436, -1.158, -3.563], [-1.504, -0.280, -3.027], [-1.451, -0.114, -1.651], [-1.621, 6.498, -1.214], [0.132, 5.805, 0.389], [0.773, 3.437, 0.568], [-2.120, 2.428, -2.437], [-2.731, 4.806, -2.633], [-0.056, 1.434, 2.471], [-1.347, 0.397, 4.295], [-3.081, -1.285, 3.787], [-3.564, -1.915, 1.459], [-3.870, -2.299, -0.713], [-3.998, -2.567, -3.154], [-2.482, -1.301, -4.634], [-0.802, 0.235, -3.671]], "forces_ev_per_a": [[-0.7, 1.6, 0.6], [0.0, 0.1, 0.0], [0.0, 0.0, 0.0], [0.1, 0.2, 0.1], [-0.2, -0.2, -0.4], [0.0, 0.0, 0.1], [0.0, 0.0, 0.0], [-0.2, -0.3, 0.3], [0.1, 0.3, -0.4], [0.3, 0.4, 0.3], [-0.1, -0.1, -0.2], [0.0, 0.1, 0.1], [0.0, 0.0, -0.1], [0.1, 0.0, 0.1], [-0.6, -0.3, -0.1], [0.0, 0.0, 0.0], [0.0, 0.0, 0.0], [0.0, 0.0, 0.0], [0.0, 0.0, 0.0], [0.0, 0.0, 0.0], [0.0, 0.0, 0.0], [0.0, 0.0, 0.0], [0.0, 0.0, 0.0], [0.0, 0.0, 0.0], [0.1, 0.1, 0.0], [-0.2, -0.1, 0.0], [-0.1, 0.1, -0.1], [0.8, -0.4, 0.0], [0.1, -0.1, -0.1], [0.0, 0.0, 0.0], [0.0, 0.0, 0.0], [0.0, 0.0, 0.0], [0.2, 0.0, 0.1], [0.0, 0.0, 0.0], [0.0, 0.0, 0.0], [-0.1, -1.8, -0.3], [0.2, 0.3, 0.1], [0.0, 0.0, 0.0], [0.0, 0.0, 0.0], [0.0, 0.0, 0.0], [0.0, 0.0, 0.0], [0.0, 0.0, 0.1], [0.0, 0.0, -0.1], [0.0, 0.0, 0.0], [0.0, 0.0, 0.0], [0.0, 0.0, -0.1], [0.0, 0.0, 0.0], [0.0, 0.4, -0.2], [0.0, 0.0, 0.0], [0.0, 0.0, 0.0], [0.0, 0.0, 0.0], [0.0, 0.0, 0.0], [0.0, 0.0, 0.0], [0.0, 0.0, 0.0], [0.0, 0.0, 0.0], [0.0, 0.0, 0.0], [0.0, 0.0, 0.0], [0.0, 0.0, 0.0], [0.0, 0.0, 0.0], [0.0, 0.0, 0.0], [0.0, 0.0, 0.0]]}

[4]
{"formula": "C50H50F5N9O6SbSi3Zn", "method": "the ωB97M-V functional and the def2-TZVPD basis", "multiplicity": 1, "fmax_ev_per_a": 0.743, "total_charge": 1, "orbital_gap_ev": 5.7, "lumo_ev": -5.3, "energy_ev": -170529.0589, "symbols": ["Zn", "C", "O", "C", "N", "C", "C", "C", "C", "C", "C", "C", "C", "C", "C", "C", "C", "N", "C", "N", "C", "C", "O", "C", "C", "C", "C", "C", "C", "H", "H", "H", "H", "H", "H", "H", "H", "H", "H", "H", "H", "H", "H", "H", "H", "H", "H", "H", "C", "Si", "C", "C", "Sb", "Si", "C", "C", "C", "Si", "C", "C", "C", "H", "H", "H", "H", "H", "H", "H", "H", "H", "H", "H", "H", "H", "H", "H", "H", "H", "H", "H", "H", "H", "H", "H", "H", "H", "H", "H", "F", "C", "C", "N", "C", "C", "O", "O", "C", "O", "N", "C", "O", "H", "H", "H", "H", "F", "C", "C", "F", "C", "C", "C", "F", "C", "C", "C", "N", "C", "N", "F", "C", "C", "N", "C", "N"], "positions_angstrom": [[0.494, 0.957, 0.022], [5.034, -0.825, -1.655], [3.960, -1.661, -1.219], [2.878, -0.876, -1.154], [2.996, 0.372, -1.367], [4.474, 0.594, -1.506], [5.045, 1.407, -2.638], [6.440, 1.381, -2.740], [7.093, 2.069, -3.744], [6.360, 2.807, -4.660], [4.982, 2.853, -4.552], [4.319, 2.149, -3.544], [1.656, -1.662, -0.849], [1.868, -3.012, -0.604], [0.787, -3.828, -0.351], [-0.471, -3.280, -0.416], [-0.617, -1.923, -0.667], [0.424, -1.091, -0.838], [-2.011, -1.406, -0.746], [-2.397, -0.251, -1.070], [-3.872, -0.240, -0.959], [-4.223, -1.714, -0.682], [-2.948, -2.334, -0.414], [-4.549, 0.397, -2.160], [-4.103, 1.646, -2.588], [-4.740, 2.309, -3.623], [-5.822, 1.722, -4.267], [-6.262, 0.475, -3.860], [-5.635, -0.180, -2.805], [5.240, -1.055, -2.700], [5.911, -1.036, -1.058], [4.784, 1.050, -0.557], [7.024, 0.822, -2.016], [8.172, 2.035, -3.807], [6.862, 3.343, -5.455], [4.420, 3.450, -5.254], [3.239, 2.186, -3.462], [2.876, -3.394, -0.597], [0.926, -4.876, -0.125], [-1.354, -3.881, -0.266], [-4.119, 0.380, -0.089], [-4.659, -2.217, -1.541], [-4.864, -1.859, 0.183], [-3.248, 2.094, -2.099], [-4.401, 3.292, -3.925], [-6.323, 2.239, -5.074], [-7.102, 0.006, -4.355], [-6.028, -1.137, -2.492], [0.892, 6.739, 0.197], [1.659, 5.065, 0.500], [3.460, 5.199, 0.095], [1.526, 4.475, 2.274], [0.015, 3.443, -0.760], [-0.474, 3.373, -3.364], [-1.849, 4.626, -3.523], [-0.890, 1.599, -3.693], [0.796, 3.833, -4.628], [-2.196, 4.261, 0.374], [-2.558, 5.965, -0.330], [-1.814, 4.367, 2.195], [-3.685, 3.163, 0.110], [1.506, 7.519, 0.656], [-0.112, 6.812, 0.611], [0.835, 6.944, -0.874], [3.850, 5.949, 0.791], [3.650, 5.541, -0.918], [4.011, 4.274, 0.257], [2.520, 4.486, 2.728], [1.135, 3.458, 2.346], [0.881, 5.125, 2.863], [-2.586, 4.549, -2.724], [-2.366, 4.503, -4.479], [-1.422, 5.630, -3.502], [-1.293, 1.074, -2.829], [0.022, 1.087, -4.011], [-1.623, 1.527, -4.501], [1.007, 4.903, -4.646], [0.351, 3.564, -5.591], [1.726, 3.289, -4.533], [-2.268, 6.745, 0.376], [-3.630, 6.074, -0.510], [-2.038, 6.154, -1.265], [-1.292, 5.291, 2.437], [-1.209, 3.528, 2.542], [-2.749, 4.345, 2.761], [-4.233, 3.430, -0.795], [-4.349, 3.308, 0.966], [-3.430, 2.107, 0.055], [5.605, 2.326, 3.477], [5.146, 1.082, 3.301], [3.912, 0.738, 3.671], [3.402, -0.525, 3.463], [1.996, -0.758, 3.728], [1.033, 0.033, 2.840], [-0.059, 0.283, 3.335], [1.457, 0.374, 1.678], [4.127, -1.495, 2.812], [3.680, -2.579, 2.506], [5.432, -1.133, 2.538], [6.033, 0.119, 2.667], [7.150, 0.330, 2.257], [3.258, 1.449, 4.159], [1.781, -0.502, 4.764], [1.805, -1.819, 3.578], [5.999, -1.856, 2.114], [-4.607, -0.584, 5.127], [-3.942, -1.538, 4.486], [-4.223, -2.820, 4.754], [-5.160, -3.094, 5.650], [-3.559, -3.932, 4.082], [-2.526, -3.536, 3.131], [-2.246, -2.254, 2.870], [-1.253, -1.974, 2.027], [-2.965, -1.147, 3.481], [-2.753, 0.140, 3.115], [-1.958, 0.503, 1.975], [-1.517, 0.849, 0.972], [-3.349, 1.276, 3.761], [-3.786, 2.238, 4.210], [-1.824, -4.480, 2.516], [-3.874, -5.229, 4.319], [-3.266, -6.329, 3.617], [-2.837, -7.246, 3.078], [-4.856, -5.648, 5.282], [-5.612, -6.059, 6.041]], "forces_ev_per_a": [[-0.1, 0.1, 0.1], [-0.1, -0.1, 0.0], [0.2, -0.2, 0.3], [-0.3, 0.4, -0.1], [0.2, 0.0, -0.1], [-0.1, 0.0, 0.2], [0.0, 0.3, 0.2], [0.0, 0.1, 0.0], [0.1, -0.1, 0.1], [-0.1, 0.0, -0.1], [-0.2, -0.1, 0.1], [-0.1, 0.2, -0.2], [-0.4, -0.1, 0.0], [0.0, 0.0, 0.0], [0.0, -0.1, 0.0], [-0.1, -0.1, -0.1], [-0.1, 0.3, -0.1], [0.6, -0.1, 0.3], [0.1, 0.0, -0.1], [-0.1, -0.2, -0.7], [0.0, -0.1, -0.1], [0.0, 0.1, 0.0], [-0.1, 0.1, 0.2], [0.1, 0.0, 0.0], [0.1, -0.1, -0.2], [0.0, 0.0, 0.0], [0.0, 0.0, 0.0], [0.0, 0.0, 0.0], [0.0, 0.1, 0.0], [0.0, 0.0, 0.0], [0.1, 0.0, 0.1], [0.1, 0.0, -0.1], [0.0, 0.0, 0.0], [0.0, 0.0, 0.0], [0.0, 0.0, 0.0], [-0.1, 0.0, -0.1], [0.0, 0.0, 0.0], [-0.1, 0.0, 0.0], [0.0, 0.0, 0.0], [0.0, 0.0, 0.0], [0.0, -0.2, 0.0], [0.0, 0.0, 0.0], [0.0, 0.0, 0.0], [0.0, -0.1, -0.2], [0.0, 0.0, 0.0], [0.0, 0.0, 0.0], [0.0, 0.0, 0.0], [0.0, 0.0, 0.0], [0.0, 0.1, 0.1], [-0.4, 0.1, 0.0], [0.1, -0.3, -0.3], [0.0, 0.0, 0.0], [0.5, -0.4, -0.3], [-0.1, 0.3, 0.4], [-0.2, -0.2, -0.1], [-0.1, -0.2, 0.1], [0.2, 0.4, 0.1], [0.1, 0.2, -0.1], [-0.1, 0.0, 0.1], [0.0, -0.1, 0.1], [0.1, 0.0, 0.0], [0.0, 0.0, 0.0], [0.0, 0.0, 0.0], [0.0, 0.0, 0.0], [0.0, 0.0, 0.0], [0.1, 0.1, -0.1], [0.0, -0.1, 0.0], [0.0, 0.0, 0.0], [0.0, 0.0, 0.0], [0.0, 0.0, 0.0], [-0.1, 0.0, 0.0], [0.0, 0.0, 0.0], [0.0, 0.0, 0.0], [0.0, -0.1, 0.0], [0.0, 0.0, 0.0], [0.0, 0.0, 0.0], [0.1, 0.0, 0.0], [0.0, 0.0, 0.0], [0.2, -0.1, 0.0], [0.0, 0.0, 0.0], [0.0, 0.0, 0.0], [0.0, 0.1, 0.0], [0.0, 0.0, 0.0], [0.0, 0.0, 0.0], [0.0, 0.1, 0.0], [0.0, 0.0, 0.2], [0.0, 0.1, 0.0], [0.0, 0.2, 0.1], [0.0, -0.1, 0.0], [-0.1, 0.1, 0.0], [0.1, 0.1, 0.0], [-0.2, 0.1, -0.1], [0.1, 0.0, 0.0], [0.3, 0.2, 0.0], [-0.1, 0.0, 0.4], [0.0, -0.1, -0.3], [0.1, 0.0, 0.0], [-0.1, -0.2, -0.1], [0.0, -0.1, -0.1], [0.2, 0.0, -0.3], [-0.1, 0.0, 0.1], [0.0, 0.0, -0.1], [-0.1, 0.0, 0.0], [0.0, 0.0, 0.0], [0.0, 0.0, 0.0], [0.1, -0.1, -0.2], [0.1, 0.1, 0.1], [0.0, -0.1, 0.1], [0.2, 0.0, -0.1], [0.0, 0.1, 0.0], [0.0, 0.0, 0.0], [0.0, 0.1, 0.0], [-0.2, 0.0, 0.2], [0.0, -0.1, 0.0], [-0.1, 0.2, -0.1], [-0.2, 0.1, 0.0], [0.3, 0.1, 0.6], [0.0, -0.2, -0.1], [0.0, 0.1, 0.0], [-0.1, 0.1, 0.1], [-0.1, -0.2, 0.0], [-0.1, 0.1, 0.1], [0.0, -0.1, 0.0], [0.1, 0.0, -0.1], [-0.1, 0.0, 0.0]]}